No. 1
22
Properties=species:S:1:pos:R:3 method="wB97M-V/def2-TZVPD" mol_weight_g_mol=604.38 homo_lumo_gap_ha="0.172 / 0.155" multiplicity=2 s_squared=0.7519 charge=+1 e_homo_ev="-12.61 / -12.61"
Cl -0.996 -3.357 -4.459
Cl -5.753 2.664 2.398
Cl 5.924 -1.477 -0.195
Cl 0.122 6.065 2.601
C 1.171 5.300 1.313
H 4.016 -2.816 -0.850
Cl 0.270 5.387 -0.243
H -3.875 1.253 1.685
C -1.392 -3.726 -2.747
H -1.095 -2.933 -2.060
Cl -5.190 1.341 -0.191
C -4.947 1.347 1.516
Cl -3.183 -3.958 -2.520
Cl 3.808 -1.058 -2.355
Ag 1.971 -2.721 5.287
Cl -0.451 -5.146 -2.270
Cl 5.490 -3.278 -2.553
F 1.002 -0.939 2.151
Cl -5.629 -0.134 2.178
Cl 2.661 6.173 1.123
H 1.302 4.245 1.555
C 4.776 -2.229 -1.365

---

No. 2
84
Properties=species:S:1:pos:R:3 method="wB97M-V/def2-TZVPD" mol_weight_g_mol=787.93 homo_lumo_gap_ha=0.298 e_homo_ev=-7.72
H -5.893 -0.067 3.908
C 5.772 0.494 4.123
H 0.474 -5.476 -2.594
H -1.461 -1.172 -2.521
C -5.265 0.573 3.300
H 1.601 -3.543 -3.187
H -5.462 2.797 0.763
N 2.527 1.224 -1.057
H 5.690 -2.600 2.728
O 1.364 -0.481 2.056
H 3.456 -1.788 2.041
C -7.333 1.365 2.108
C -3.098 1.363 2.686
C 3.699 0.112 2.993
C 6.212 -0.783 3.753
H -1.189 3.847 -5.068
C 4.116 -1.156 2.621
N -1.192 -2.023 -3.018
H 6.417 1.130 4.717
C -0.623 4.525 -1.388
C -0.058 -4.831 -3.297
H -0.541 -6.446 -4.644
O -2.360 -2.869 0.126
O 1.577 1.488 3.549
H 7.833 -2.028 3.675
C -0.045 -5.475 -4.677
S -1.343 1.321 2.953
N 2.170 1.586 1.145
H -7.868 1.169 3.037
O -0.282 -1.591 0.138
C 4.720 1.024 -1.943
H -3.434 -0.126 4.187
H -1.564 3.692 2.871
S -1.782 -1.599 0.476
H -4.107 -3.783 -3.452
H -1.843 -3.433 -4.401
H -1.065 -4.731 -2.906
O -0.729 1.469 1.564
C 5.365 -1.604 3.002
C 3.348 1.075 -2.093
C -5.022 2.179 1.537
H 4.181 1.923 4.031
C -0.316 3.447 -0.584
S -2.380 -0.064 -0.702
H -0.914 2.158 -4.960
N -0.796 4.421 -2.704
H 2.878 0.985 -3.066
H -0.552 -4.854 -5.415
H -0.739 5.514 -0.960
C 3.089 1.344 0.159
H -3.815 -2.540 -2.219
S 2.140 0.712 2.476
H -3.007 2.756 1.059
H -2.741 -1.941 -4.351
O -1.928 -1.210 1.871
H 0.978 -5.628 -5.020
C -3.650 2.172 1.706
C -2.274 -2.702 -3.720
C -3.891 0.547 3.473
N 7.444 -1.244 4.170
C -1.154 2.987 3.592
S 1.233 -1.125 -2.466
Sc 0.327 0.302 0.251
C -0.322 2.101 -2.423
C 5.192 1.102 -0.643
H 5.381 0.904 -2.788
H -1.700 3.050 4.533
H 6.254 1.034 -0.430
H -7.684 2.311 1.699
H -2.943 -4.046 -2.135
C -3.346 -3.311 -2.829
H -0.171 3.537 0.482
C -0.639 3.211 -3.228
C 4.524 0.937 3.745
H -7.599 0.577 1.400
C 0.099 -2.321 -2.942
N 0.597 -3.529 -3.265
H -0.090 3.141 3.750
H -0.183 1.113 -2.847
N 4.402 1.268 0.407
N -0.763 3.076 -4.582
C -5.846 1.385 2.331
N -0.174 2.227 -1.120
H 8.120 -0.556 4.454

---

No. 3
21
Properties=species:S:1:pos:R:3 method="wB97M-V/def2-TZVPD" smiles="CC(C)=C(C)C[SiH3]" mol_weight_g_mol=114.26 homo_lumo_gap_ha=0.352 e_homo_ev=-8.55
H 0.522 2.898 0.960
C 0.038 2.049 1.348
C 0.279 1.059 0.274
H -1.033 2.212 1.429
H -1.498 -1.617 -2.705
H 0.753 -0.945 2.411
H -2.133 -1.758 -0.618
H 0.517 1.321 -1.966
H -1.079 -3.683 -1.344
C 0.514 -1.309 -0.972
H 1.681 2.152 -0.892
H -0.914 -0.561 2.099
H 1.168 -2.020 -0.584
Si -1.117 -2.157 -1.496
C -0.032 -0.994 1.703
H -0.165 -2.147 1.517
H 0.978 -0.752 -1.789
H 0.560 1.872 2.286
C 0.291 -0.290 0.436
H 0.000 2.774 -1.092
C 0.668 1.895 -1.006

---

No. 4
44
Properties=species:S:1:pos:R:3 method="wB97M-V/def2-TZVPD" mol_weight_g_mol=422.40 homo_lumo_gap_ha="0.238 / 0.215" multiplicity=2 s_squared=0.7552 charge=-1 e_homo_ev="-3.52 / -2.89"
H -1.663 -3.158 -0.016
C 4.204 -0.792 -2.186
O 1.930 0.490 0.376
C -2.577 2.185 0.174
C -1.795 -2.818 1.013
C 2.443 -0.166 -4.195
H 5.710 -0.886 -3.707
O -0.242 0.511 -4.017
C 3.777 -0.394 -4.505
H -1.037 -3.319 1.614
C -1.661 -1.328 1.118
S 0.202 0.102 -2.711
O 0.119 1.144 -1.670
H -2.497 2.134 -0.914
O -0.414 -1.104 -2.153
H 0.296 -2.181 2.910
H -3.628 2.360 0.425
H 0.635 1.820 2.577
H -2.774 -3.166 1.361
C -2.411 -0.377 0.362
C -2.070 0.924 0.805
C 0.056 -1.136 3.106
C 2.873 -0.572 -1.866
O 3.702 -1.218 0.508
H -0.756 1.903 3.660
S 2.480 -0.785 -0.112
C 4.665 -0.706 -3.493
H -4.215 0.001 -0.745
O 1.361 -1.737 -0.086
C -0.453 1.913 2.608
H -3.788 -1.703 -0.608
H 4.884 -1.043 -1.385
C -0.852 -0.584 2.049
H -2.906 -0.672 -1.725
H -2.007 3.054 0.499
H 1.004 -0.594 3.138
H 1.738 0.090 -4.973
C -1.114 0.810 1.841
H -0.393 -1.080 4.104
H 4.109 -0.322 -5.533
C -3.377 -0.700 -0.740
C 1.971 -0.248 -2.893
H -0.710 2.892 2.202
V -0.193 -0.176 0.047

---

No. 5
11
Properties=species:S:1:pos:R:3 method="wB97M-V/def2-TZVPD" mol_weight_g_mol=79.07 homo_lumo_gap_ha=0.322 e_homo_ev=-7.80
H 0.400 -2.182 -1.309
H -1.379 0.072 0.582
N 0.447 1.598 0.473
C 0.034 -1.160 -1.332
C -0.410 -0.411 0.847
F -1.264 -1.067 -1.869
H -0.349 -1.305 1.535
H 1.349 1.844 0.095
O 0.619 0.443 1.212
H 0.092 2.334 1.175
H 0.459 -0.166 -1.408

---

No. 6
20
Properties=species:S:1:pos:R:3 method="wB97M-V/def2-TZVPD" smiles="CC1=N[C@](C)(S)[N+]([O-])=CC1" mol_weight_g_mol=158.23 homo_lumo_gap_ha=0.342 e_homo_ev=-8.66
H -2.400 1.837 0.046
H -1.546 -1.326 -1.602
S 1.720 1.358 -1.292
H -1.716 -1.973 -0.009
C -1.305 0.089 -0.132
H 1.625 2.111 1.615
O 2.422 -1.430 0.032
H 2.792 0.762 -1.148
N 1.274 -0.967 -0.129
N -0.358 0.788 0.273
H 1.184 0.392 2.283
C 1.674 0.974 1.492
H -3.420 0.372 0.500
H 0.592 -2.656 -0.940
C -2.635 0.797 -0.196
H -2.951 0.706 -1.238
C 0.990 0.444 0.266
H 2.834 0.668 1.393
C 0.305 -1.674 -0.567
C -1.081 -1.274 -0.647